# C15H56Ba2O15

A molecular structure, C15H56Ba2O15 (ωB97M-V with the def2-TZVPD basis set, the OMol25 dataset).

```
88
Properties=species:S:1:pos:R:3:forces:R:3:mulliken_charge:R:1
H -3.147246 -2.248887 1.068375 0.36 -0.15 -0.32 0.4062
H 2.872808 1.998474 1.255905 0.18 0.03 0.00 0.3198
H 0.421762 4.487508 -3.345661 -0.14 0.01 -0.16 0.3606
H -1.422523 2.840735 -2.085101 -0.23 -0.12 -0.16 0.1304
H -1.444191 -2.831534 -1.348203 -0.04 0.17 -0.04 -0.2000
H 1.279001 1.965565 4.621947 -0.02 0.08 0.01 0.2553
H -4.930791 -2.507715 -1.031010 0.03 0.17 0.41 0.3025
O -0.404043 -4.184376 3.176920 0.45 0.95 0.33 -0.5792
H -1.136581 5.049452 2.643838 0.04 0.05 -0.16 0.2110
O -0.471144 -3.487520 -3.072087 -0.03 0.21 0.18 -0.5705
O -3.475840 -1.222762 -0.325901 0.08 -0.15 1.02 -0.4937
H 0.914613 4.926296 1.694750 0.02 -0.05 0.10 0.4540
C -4.350598 -1.643597 -1.357635 -0.10 -0.32 -0.98 -0.7593
H 1.599812 -4.266812 2.496707 -0.02 -0.13 -0.02 0.3819
H -3.733871 4.403535 -1.734735 0.27 -0.19 -0.01 0.2809
H 2.659439 0.105345 -3.898233 -0.18 -0.09 -0.09 0.3315
H 1.859447 3.198998 3.469863 0.12 0.11 0.15 0.1277
C 0.098093 3.480049 -3.089201 0.73 -0.08 -0.03 -0.1963
H -0.555408 -1.611657 -2.266779 0.16 0.01 0.03 -0.2955
H 1.287396 0.923373 2.693808 -0.55 0.31 -0.62 0.0589
O -3.221339 0.851401 -3.047374 0.02 -0.17 0.03 -0.5555
C 3.590994 -2.126739 0.003586 0.28 -1.24 0.69 -0.3283
H 3.005773 2.259714 4.481824 0.11 0.10 -0.13 0.3068
O -2.696430 -2.911771 1.644983 -0.15 0.63 0.70 -0.2409
H -0.465384 -5.118505 3.401606 -0.03 0.04 0.12 0.2611
H 1.842416 -1.408412 -3.406336 0.19 -0.13 -0.23 0.2764
C -2.421332 0.131189 -3.969857 0.49 -0.35 0.26 -0.2688
H 2.311236 -0.227445 -2.213100 0.32 -0.01 0.09 -0.1731
H 2.954069 -2.851479 3.970595 -0.03 0.02 0.03 0.3358
O -1.953153 1.270224 -0.400939 -0.54 -0.73 1.69 -0.7072
H -2.287108 -0.916424 -3.662080 -0.21 0.00 -0.10 0.0563
C -0.535382 -2.645778 -1.931029 -0.22 -0.55 0.02 0.4594
O -1.015851 4.214046 2.178717 -0.17 -0.18 0.33 -0.4228
H 2.577027 2.300022 -1.206013 -0.05 -0.11 0.09 -0.2410
C -2.846116 -4.195120 1.022918 0.34 -0.14 0.27 -0.7476
H -3.184684 2.608154 -0.418376 -0.06 0.13 -0.27 0.3887
C 2.824060 -1.800333 3.726707 0.15 -0.35 0.04 -0.5862
H 3.472374 -1.202943 4.363677 -0.14 0.06 0.08 0.3505
O 3.304650 2.685835 0.732573 -0.31 0.16 -0.14 -0.5239
Ba -2.612869 2.035107 2.233310 0.79 0.35 -2.26 1.8571
O 3.919012 -1.273923 -3.110474 -0.21 -0.15 0.48 -0.5580
H 2.745678 -1.547289 0.381573 0.12 0.46 -0.36 -0.2210
C 3.489850 2.223959 -0.603615 0.12 0.03 0.25 0.1372
H 0.464085 3.300889 1.072707 0.21 0.05 0.46 -0.0999
H -4.211140 5.289682 -0.348392 0.01 -0.24 0.48 0.3292
H 0.248527 -4.785630 1.385848 0.70 0.10 -0.37 0.4411
H -2.934237 -0.435089 -0.527346 -0.22 0.25 -0.35 0.3495
C 2.634913 -0.694388 -3.155975 -0.31 0.39 -0.01 -0.2410
H 3.275611 -2.784215 -0.810547 -0.13 0.34 -0.23 0.4379
H 3.838306 -2.825605 0.812970 0.04 0.06 0.01 0.4910
H -0.652392 -1.130797 0.753163 -0.21 0.09 -0.62 -0.2783
H -2.174160 -4.272658 0.165850 -0.19 0.01 -0.08 0.1811
H 3.858133 1.195673 -0.594142 0.01 0.00 -0.23 0.0182
C -0.622260 0.773602 -0.361492 -0.69 1.09 -0.60 -0.0669
Ba -1.277750 -1.702705 4.051298 1.09 -0.84 -1.72 1.8091
O -1.283966 3.485029 -2.789329 0.16 -0.06 0.45 -0.4805
H -5.033830 -0.865212 -1.693728 0.09 0.10 0.14 0.3231
H 3.092572 -1.625283 2.687885 -0.04 0.01 -0.01 0.0010
O -0.359704 0.282590 2.178252 -1.43 0.41 0.61 -1.4747
H -3.793933 -1.999721 -2.231339 0.08 0.22 0.05 0.2119
C -3.510450 4.520656 -0.673285 -0.48 0.76 -0.84 -0.5906
H 0.879612 -0.293594 0.599635 0.05 -0.03 0.16 -0.7389
O 2.183525 1.240068 2.888557 0.10 -0.40 0.58 -0.4211
O 1.430466 -1.476656 3.934412 -0.45 0.42 0.14 -0.4960
H 0.736957 3.163868 -2.252704 -0.27 0.07 0.15 -0.2549
H -3.878648 -4.389477 0.737254 0.02 0.11 -0.09 0.3681
H -0.192253 4.676239 0.301582 -0.10 0.40 0.25 0.2717
H 1.368145 -0.538679 3.678388 0.25 -0.10 -0.13 0.5309
C 0.118125 4.314772 1.285907 -0.09 -0.50 -0.94 -0.3152
H 5.472772 -1.676549 0.177574 0.15 0.10 -0.17 0.3302
H -0.013648 1.680682 -0.508563 0.70 -0.36 0.68 -0.5075
H 0.569293 -3.068630 1.673036 -0.17 0.07 0.22 0.0206
O -3.739111 3.294123 0.013712 0.45 -0.59 0.86 -0.5521
H -1.030500 -4.253568 -2.925143 0.06 -0.06 -0.10 0.3300
H -1.404702 0.537389 -4.043764 -0.14 0.23 -0.14 0.0529
H -2.495201 4.901248 -0.568059 0.09 -0.17 0.09 0.1696
H 0.318306 -2.828760 -1.264033 0.08 0.21 -0.10 0.3037
H 4.163742 -1.397981 -2.182291 0.31 0.13 -0.42 0.3126
H -2.717689 0.916493 -2.224271 -0.04 0.20 0.09 0.1474
C 2.078426 2.230515 3.918659 -0.22 -0.23 -0.20 -0.5680
H -2.885211 0.140835 -4.950386 -0.09 0.13 0.01 0.3968
C 0.602271 -4.061912 2.119393 -0.97 -0.65 -0.05 -0.4757
C -0.190243 -0.134507 0.801282 0.38 -0.30 0.35 2.5714
O 4.733749 -1.364792 -0.350160 -0.61 0.14 0.18 -0.5767
H -2.549260 -4.953058 1.747177 -0.06 0.06 0.00 0.2478
H 0.353298 2.800411 -3.907747 -0.22 0.10 -0.15 0.2498
H 4.234224 2.865529 -1.070274 0.06 -0.06 0.02 0.3910
H -0.422414 0.221255 -1.291999 0.09 -0.34 0.23 -0.5311
```
Forces are in eV/Å.

Calculated values
Energy above the lowest of the compared OMol25 structures with the same formula, charge and spin, eV: 0.000
HOMO, Ha: -0.488
Gap between HOMO and LUMO, Ha: 0.21227
Total charge: +2